No. 1
A cluster of 2 separate species, C2H3FN2O5 in total, computed with ωB97M-V/def2-TZVPD.

Atoms and positions in Å:
C (1.410190, 0.161449, -0.735187)
C (-0.818236, 0.426720, 0.077889)
N (-1.398910, -0.620386, -0.738391)
N (-0.374540, 0.398957, 1.415978)
O (-1.173523, -1.768519, -0.371075)
O (-2.006748, -0.213143, -1.684780)
O (0.289511, -0.652589, 1.689618)
O (-0.591314, 1.315091, 2.225066)
O (1.650092, -1.004568, -0.274602)
F (-1.427335, 1.582774, -0.295338)
H (1.071755, 0.401805, -1.821631)
H (1.881585, 1.013629, -0.305606)
H (1.487471, -1.041221, 0.818059)

Force components x, y, z for each atom (eV/Å):
-0.5912 1.8345 -2.8058
-1.4082 4.3777 0.8583
0.8496 -2.1879 0.7908
-0.1452 -0.9234 -0.4037
-0.6149 1.0388 -0.6824
-0.4450 -0.5363 -0.7542
0.3026 -0.0364 1.0671
-0.4384 0.0825 -0.6689
-0.0119 -1.9372 1.5256
1.8159 -1.7853 1.1702
0.8337 -1.3407 1.5977
0.0159 0.7810 0.9444
-0.1628 0.6325 -2.6391

## Properties
- Expectation value of S²: 2.02
- Multiplicity: 3
- E_HOMO (alpha / beta): -0.26714 / -0.41047 Ha
- LUMO energy (alpha / beta): -0.069 / -0.149 Ha
- Orbital gap (alpha / beta): 0.199 / 0.262 Ha
- Energy relative to the best compared isomer or geometry (same formula, charge and spin): 0.000 eV

No. 2
An isolated molecule of C4H11NO, computed with ωB97M-V/def2-TZVPD.

Atoms and positions in Å:
C (-0.348098, -0.741122, -1.603394)
C (-0.750521, -0.064300, -0.298952)
C (0.302383, -0.064163, 0.835276)
C (0.888448, -1.443443, 1.009039)
O (1.266998, 0.974535, 0.622805)
N (-1.454189, 1.211435, -0.543388)
H (0.715157, -0.574539, -1.766712)
H (-0.546792, -1.809152, -1.637010)
H (-1.024285, -0.381310, -2.385403)
H (-1.568280, -0.658940, 0.154445)
H (-0.291028, 0.208873, 1.717898)
H (1.970934, -1.315448, 1.161141)
H (0.607603, -1.866109, 1.978907)
H (0.683987, -2.229878, 0.294756)
H (0.777062, 1.798629, 0.778622)
H (-1.010263, 1.750453, -1.285209)
H (-1.320767, 1.795078, 0.278261)

Force components x, y, z for each atom (eV/Å):
-0.3312 0.2189 0.0652
-1.6284 -1.0100 0.6192
-1.4550 0.7779 -1.0819
1.4039 -0.0119 1.6466
0.0120 -0.2700 0.2341
1.0104 0.4671 0.0711
-0.0652 0.1400 -0.5959
0.2261 -0.1767 0.4779
0.5732 0.3664 -0.1651
0.3507 -0.2418 -0.2037
0.2776 -0.0850 0.1948
-0.1268 -0.1834 -0.5166
-0.3254 0.1137 -0.0676
-0.0410 0.3567 -0.5313
0.4693 -0.3003 -0.1915
0.0697 -0.2387 -0.0438
-0.4201 0.0772 0.0886

## Properties
- Multiplicity: 1
- E_HOMO: -0.34369 Ha
- LUMO energy: 0.030 Ha
- Orbital gap: 0.373 Ha
- Energy relative to the best compared isomer or geometry (same formula, charge and spin): 1.203 eV
- SMILES: C[C@H](N)[C@@H](C)O

No. 3
A cluster of 2 separate species, C5H11O2 in total, computed with ωB97M-V/def2-TZVPD.

Atoms and positions in Å:
C (-0.496060, -1.725068, -0.798309)
C (-1.462891, -0.660169, -0.298022)
C (0.473486, -2.416163, 0.167118)
H (-0.937815, -2.475695, -1.471130)
H (0.056012, -1.171059, -1.576918)
H (-2.011823, -0.299149, -1.181463)
H (-1.048363, 0.338435, -0.015097)
H (1.009282, -1.718144, 0.802948)
H (-0.092791, -3.085747, 0.806783)
H (-2.108499, -0.823829, 0.564787)
H (1.257007, -2.917541, -0.396830)
C (0.767753, 2.576737, -0.170165)
C (0.783911, 2.290254, 1.365513)
O (1.873117, 2.426353, 1.936875)
O (-0.301380, 1.976433, 1.949402)
H (1.792321, 2.553367, -0.547531)
H (0.180633, 3.422504, -0.544075)
H (0.266097, 1.708486, -0.593894)

Force components x, y, z for each atom (eV/Å):
0.8492 0.6465 -0.9475
-0.2486 1.6785 -0.1905
-0.3179 0.6917 -0.2391
-0.5903 -0.0996 0.6697
0.4812 -0.0615 0.3956
-0.6129 -0.5679 0.2718
0.7285 -1.0856 0.1598
-0.1822 0.3322 0.1514
0.1904 -0.3555 0.1112
-0.2220 -0.7330 -0.2686
-0.1463 -0.4817 -0.0114
-0.1940 -1.0954 0.0666
-1.2167 0.6145 1.0305
1.0430 0.0115 -0.1011
0.3198 0.0765 -1.2829
-0.1025 0.4104 -0.0079
0.2756 0.1714 0.4999
-0.0544 -0.1531 -0.3073

## Properties
- Net charge: -1
- Multiplicity: 1
- E_HOMO: -0.13586 Ha
- LUMO energy: 0.137 Ha
- Orbital gap: 0.273 Ha
- Energy relative to the best compared isomer or geometry (same formula, charge and spin): 0.712 eV

No. 4
A structure of composition C25H27AsCl2Zr, computed with ωB97M-V/def2-TZVPD.

Atoms and positions in Å:
Zr (-0.959539, -1.501099, -0.096449)
Cl (-2.652882, 0.271094, -0.169766)
Cl (1.058222, -2.720090, 0.588466)
C (-2.196767, -2.785098, 1.071061)
H (-1.652092, -3.440584, 1.750661)
H (-3.129193, -2.410719, 1.493617)
C (-1.085992, -1.999487, -2.120384)
C (-2.232079, -3.181975, -0.429381)
H (-0.418404, -1.172731, -2.506890)
C (-3.634528, -3.290500, -0.994103)
H (-1.580766, -4.025919, -0.708244)
C (-3.703405, -3.724180, -2.460210)
H (-4.201224, -4.018929, -0.386040)
H (-4.139709, -2.324881, -0.854516)
C (-3.118312, -2.662517, -3.394152)
H (-3.159782, -4.670822, -2.585371)
H (-4.751132, -3.911199, -2.733881)
C (-1.574874, -2.685759, -3.333251)
H (-3.447042, -2.878032, -4.419769)
H (-3.493369, -1.664544, -3.116898)
H (-1.221482, -3.728327, -3.346214)
H (-1.203965, -2.191461, -4.251860)
C (4.703965, 0.572218, 3.185069)
C (3.531766, -0.010485, 3.682918)
C (2.374139, -0.033629, 2.903643)
C (2.385121, 0.554703, 1.630722)
C (3.553371, 1.126221, 1.122626)
C (4.716457, 1.128675, 1.902288)
As (0.680826, 0.621143, 0.682629)
C (-0.182459, 1.957920, 1.825846)
C (-1.265729, 1.538678, 2.611523)
C (-1.898764, 2.448478, 3.459888)
C (-1.416226, 3.760884, 3.559513)
C (-0.301743, 4.153247, 2.814017)
C (0.330633, 3.251751, 1.945921)
C (1.326174, 1.370368, -1.015341)
C (0.975659, 2.654721, -1.431677)
C (1.500420, 3.144182, -2.635550)
C (2.302593, 2.331128, -3.441267)
C (2.583648, 1.012519, -3.055037)
C (2.086143, 0.526688, -1.839429)
H (5.607868, 0.591632, 3.798754)
H (3.517064, -0.445601, 4.683388)
H (1.461431, -0.507081, 3.274794)
H (3.562223, 1.571979, 0.125376)
H (5.627185, 1.571464, 1.501495)
H (-1.632393, 0.511604, 2.539234)
H (-2.764447, 2.130976, 4.042802)
H (-1.912736, 4.468725, 4.226723)
H (0.087615, 5.168647, 2.903161)
H (1.212218, 3.550364, 1.378197)
H (0.300237, 3.260639, -0.822768)
H (1.274622, 4.164683, -2.943922)
H (2.706463, 2.715174, -4.382665)
H (3.183335, 0.364326, -3.692072)
H (2.281639, -0.509182, -1.537221)

Force components x, y, z for each atom (eV/Å):
1.0282 4.2913 0.2181
0.1427 -0.0002 0.0046
0.3278 -0.0824 -0.1849
-0.3779 -1.6811 -1.5003
0.1235 0.0499 -0.2422
0.0278 0.0713 -0.4340
-1.1302 1.7014 -1.8991
-1.6160 -4.7829 3.0263
2.0953 -1.4090 0.8431
0.1139 0.3545 -0.6423
-0.4591 0.0803 0.3861
-0.3265 0.4642 0.1348
0.4113 0.2249 0.0031
-0.0489 -0.1112 -0.1307
-0.1820 -0.7950 -0.1301
-0.1158 0.0970 -0.0322
0.1707 -0.0064 0.1300
-1.1315 0.9670 -0.3208
0.0980 0.1052 0.0920
0.1692 -0.2877 -0.1378
0.0306 0.0982 0.0125
0.2078 -0.3302 0.4324
-0.1700 0.0305 -0.1718
-0.0360 0.0573 -0.1342
0.3315 0.1643 -0.1615
0.0423 -0.2043 0.1704
0.0463 -0.0655 0.2632
-0.2312 -0.1343 0.1452
0.8003 0.7259 0.3856
0.2157 0.1097 -0.1859
0.0540 0.2730 -0.1872
0.3117 0.1385 -0.0091
-0.0100 -0.3137 -0.1516
0.1391 -0.0891 -0.1195
-0.5472 0.0364 0.3776
-0.6437 0.1357 0.1013
0.3611 -0.0439 -0.2874
-0.0732 -0.1604 0.0467
0.0309 -0.1575 0.1481
-0.3087 0.2205 0.3217
0.0246 0.1741 -0.1446
-0.3021 -0.0240 -0.2127
0.0389 0.0938 -0.2930
0.2929 0.1545 -0.0425
0.0394 -0.1307 0.3606
-0.1820 -0.0920 0.1259
0.0512 0.3810 -0.0131
0.2659 0.1069 -0.1336
0.1886 -0.1916 -0.2346
-0.1307 -0.2667 0.0094
-0.2146 -0.0182 0.1506
0.3103 -0.1061 -0.2176
0.0164 -0.2622 0.0223
-0.1690 -0.1090 0.3612
-0.1389 0.1585 0.1291
0.0375 0.3895 -0.0474

## Properties
- Multiplicity: 1
- E_HOMO: -0.25919 Ha
- LUMO energy: -0.071 Ha
- Orbital gap: 0.188 Ha

How do the records compare in calculated total energy? In the order shown, they have -18045.52902; -7863.35079; -9459.31740; -113524.08716 eV.